Entry 1:
DFT (ωB97M-V/def2-TZVPD) results for a cluster of 2 separate species, C6H5INO in total at a distorted geometry.

Results
HOMO level (alpha / beta)	-3.27 / -3.75	eV
spin multiplicity	1
net charge	-1
gap between HOMO and LUMO (alpha / beta)	6.6 / 7.2	eV
energy relative to the best compared isomer or geometry (same formula, charge and spin)	119.7	kJ/mol

Last column: Mulliken charge in e.
Positions of all 14 atoms, in Å:
C1 1.20846 -0.15588 -0.06325  -0.5749
C2 0.32294 -1.15226 0.37578  -0.2719
C3 0.66394 1.05063 -0.31517  -0.2171
C4 -1.01889 -0.88134 0.43271  -0.5140
C5 -0.63203 1.33104 -0.29743  -0.2114
C6 -1.49795 0.33663 0.06886  -0.1005
N1 -3.91600 1.42763 0.76021  0.0188
O1 -4.04300 2.40183 0.07815  -0.2763
I1 -5.33728 -0.40694 -0.11373  -0.6197
H1 2.19484 -0.34183 -0.25149  0.4610
H2 0.52874 -2.20673 0.59472  0.2783
H3 1.30625 1.77804 -0.81866  0.2329
H4 -1.60832 -1.63097 0.75374  0.4834
H5 -0.98025 2.27135 -0.76541  0.3113

Forces on atoms 1 to 3 (eV/Å):
-2.3 -2.1 1.4
0.8 -0.5 -0.4
3.3 1.7 -1.9



Entry 2:
DFT (ωB97M-V/def2-TZVPD) results for a structure of composition C6H5InNO2 at a distorted geometry.

Results
HOMO level (alpha / beta)	-18.82 / -18.77	eV
spin multiplicity	2
net charge	+2
gap between HOMO and LUMO (alpha / beta)	10.3 / 6.5	eV

Last column: Mulliken charge in e.
Positions of all 15 atoms, in Å:
In1 1.36870 4.02680 3.20952  0.9774
C1 -1.11021 -0.71726 -1.77870  -0.4706
C2 -0.22189 0.35167 -1.83017  -0.4109
C3 0.40223 0.71549 -0.62335  -0.0677
C4 0.35017 -0.12263 0.48722  0.3270
C5 -0.49229 -1.19724 0.46699  -0.1850
C6 -1.24677 -1.51190 -0.71823  -0.2375
N1 1.13461 0.30379 1.70981  0.8375
O1 1.50105 1.47092 1.75057  -0.5664
O2 1.50362 -0.54393 2.52993  -0.4092
H1 -1.55689 -1.15461 -2.65938  0.3903
H2 -0.11901 0.91227 -2.74753  0.4322
H3 1.02591 1.58166 -0.45857  0.4833
H4 -0.58656 -1.78586 1.36757  0.4478
H5 -1.95268 -2.32918 -0.70569  0.4517

Forces on atoms 1 to 3 (eV/Å):
0.1 0.0 0.1
0.2 -0.4 -2.8
-1.3 -0.4 -0.3



Entry 3:
DFT (ωB97M-V/def2-TZVPD) results for a structure of composition C6H5N at a distorted geometry.

Results
HOMO level	-8.99	eV
spin multiplicity	1
net charge	0
gap between HOMO and LUMO	9.5	eV
energy relative to the best compared isomer or geometry (same formula, charge and spin)	896.6	kJ/mol

Last column: Mulliken charge in e.
Positions of all 12 atoms, in Å:
C1 0.07917 -0.47165 0.02153  0.1374
N1 0.03483 -1.75748 -0.07489  -0.2484
C2 -0.06185 0.77845 0.01219  0.0430
C3 1.97210 0.48216 0.23454  -0.6401
C4 -1.97084 0.54171 -0.18761  -0.6545
C5 3.15433 0.69565 0.40442  -0.1984
C6 -3.16609 0.69495 -0.33049  -0.1622
H1 0.03710 -2.33379 0.75474  0.2542
H2 -0.04343 -2.20651 -0.97670  0.2513
H3 -0.01265 1.84365 0.05663  0.4931
H4 4.18576 0.89457 0.56706  0.3564
H5 -4.20843 0.83828 -0.48142  0.3683

Forces on atoms 1 to 3 (eV/Å):
2.8 0.8 0.2
-0.3 -0.2 0.1
-4.2 -0.8 -0.4



Entry 4:
DFT (ωB97M-V/def2-TZVPD) results for the ion C6H5N2 with charge +1 at a distorted geometry.

Results
HOMO level	-15.06	eV
spin multiplicity	1
net charge	+1
gap between HOMO and LUMO	9.2	eV
energy relative to the best compared isomer or geometry (same formula, charge and spin)	170.5	kJ/mol
SMILES	C#C[n+]1ccccn1

Last column: Mulliken charge in e.
Positions of all 13 atoms, in Å:
C1 3.28644 -0.49914 0.01648  -0.0474
C2 2.09766 -0.42121 0.08842  -0.2113
N1 0.74317 -0.26428 0.00397  0.4581
C3 0.14575 0.75542 0.60956  0.2457
C4 -1.20692 0.98680 0.53080  -0.6016
C5 -1.93084 0.09217 -0.18118  -0.1069
C6 -1.22867 -0.96585 -0.75649  -0.2083
N2 0.06134 -1.16637 -0.70232  -0.6371
H1 4.33490 -0.49006 -0.13801  0.4322
H2 0.77259 1.41756 1.18176  0.4463
H3 -1.66862 1.82675 1.01404  0.4109
H4 -2.99407 0.20051 -0.29310  0.4068
H5 -1.78738 -1.70456 -1.30809  0.4127

Forces on atoms 1 to 3 (eV/Å):
-0.5 0.2 -0.1
0.5 -0.1 -0.3
-0.8 -0.1 0.1



Entry 5:
DFT (ωB97M-V/def2-TZVPD) results for a structure of composition C6H5N2O6Pt at a distorted geometry.

Results
HOMO level (alpha / beta)	-8.73 / -12.61	eV
spin multiplicity	3
net charge	+1
gap between HOMO and LUMO (alpha / beta)	5.3 / 8.0	eV
energy relative to the best compared isomer or geometry (same formula, charge and spin)	509.8	kJ/mol

Last column: Mulliken charge in e.
Positions of all 20 atoms, in Å:
O1 -1.79990 -2.39910 -0.01860  -0.4330
C1 -1.10280 -1.48640 -0.00390  -0.0243
Pt1 0.00000 0.00000 0.00000  1.9219
O2 1.96630 -1.35630 1.81680  -0.3680
C2 1.21310 -0.83510 1.12020  -0.0782
C3 1.03170 1.55170 -0.06940  0.1727
O3 1.66420 2.50460 -0.11270  -0.3451
C4 -1.37950 0.98260 -1.28840  -0.2809
O4 -1.21300 2.06380 -1.79060  -0.3932
C5 0.74200 -0.54250 -1.60900  0.2322
O5 1.20120 -0.90690 -2.59770  -0.2848
H1 -2.32310 0.42360 -1.49500  0.4064
N1 0.89090 0.76510 3.94420  -0.3910
C6 0.00000 0.00000 3.27090  0.7237
N2 -0.89390 -0.76330 3.94070  -0.3805
O6 0.00000 0.00000 2.00000  -0.3938
H2 0.90470 0.77770 4.97470  0.2204
H3 1.57050 1.34600 3.43150  0.2330
H4 -1.57280 -1.34320 3.42530  0.2469
H5 -0.91150 -0.77610 4.97100  0.2155

Forces on atoms 1 to 3 (eV/Å):
-0.5 -1.3 0.1
-2.8 -1.8 0.2
-2.4 2.9 -8.1



Entry 6:
DFT (ωB97M-V/def2-TZVPD) results for the ion C6H5N3O3S with charge -2 at a distorted geometry.

Results
HOMO level	0.37	eV
spin multiplicity	1
net charge	-2
gap between HOMO and LUMO	5.2	eV

Last column: Mulliken charge in e.
Positions of all 18 atoms, in Å:
C1 -0.10138 -0.69227 -0.55856  -0.3291
C2 -1.47373 -0.89318 -0.28040  -0.4370
C3 -0.36311 1.59607 0.02478  -0.3538
C4 0.44789 0.55671 -0.36427  0.0290
C5 -2.23703 0.18976 0.25222  0.3561
C6 3.37153 -1.28862 0.00824  0.5430
N1 -1.65948 1.37216 0.42634  -0.5480
N2 2.86648 -0.09945 0.46386  -0.4291
N3 -3.68000 0.15302 0.32462  -0.6094
O1 3.41697 -1.43243 -1.28131  -0.7694
O2 3.83708 -2.09572 0.90013  -0.8226
O3 2.18774 2.33080 -0.02641  -0.6709
S1 2.24532 0.95625 -0.60064  0.3247
H1 0.66261 -1.48840 -0.62242  0.3211
H2 -1.78181 -1.87535 -0.51931  0.3044
H3 -0.00276 2.59580 0.16459  0.4907
H4 -3.98801 -0.79703 0.71782  0.2668
H5 -3.74830 0.91186 0.97072  0.3335

Forces on atoms 1 to 3 (eV/Å):
-0.2 -0.3 1.7
1.5 1.2 0.0
-2.0 -1.2 1.1



Entry 7:
DFT (ωB97M-V/def2-TZVPD) results for an isolated molecule of C6H5NS at a distorted geometry.

Results
HOMO level (alpha / beta)	-7.69 / -7.70	eV
spin multiplicity	1
net charge	0
gap between HOMO and LUMO (alpha / beta)	7.1 / 7.1	eV
energy relative to the best compared isomer or geometry (same formula, charge and spin)	475.2	kJ/mol

Last column: Mulliken charge in e.
Positions of all 13 atoms, in Å:
C1 -0.18835 1.34517 1.94082  -0.6298
C2 -0.18369 -1.29392 1.19913  -0.2591
C3 -0.40804 0.13019 1.38689  0.2399
C4 -0.46696 1.22227 0.43239  -0.2425
C5 -0.02443 -1.49570 -1.26579  -0.1829
C6 0.51405 -0.27889 -1.95334  -0.3771
N1 -0.04124 -1.65298 -0.06197  -0.1015
S1 0.94504 1.19214 -0.83639  -0.1609
H1 0.25350 1.96880 2.61258  0.4022
H2 0.00792 -2.01601 1.98309  0.3860
H3 1.31975 -0.57527 -2.70935  0.3427
H4 -0.32036 -0.00404 -2.52278  0.2958
H5 -1.40718 1.45825 -0.20528  0.2870

Forces on atoms 1 to 3 (eV/Å):
-1.9 -3.6 -4.4
-0.2 0.6 0.0
0.4 0.3 1.1



Entry 8:
DFT (ωB97M-V/def2-TZVPD) results for a cluster of 2 separate species, C6H5P in total at a distorted geometry.

Results
HOMO level (alpha / beta)	-6.74 / -6.79	eV
spin multiplicity	1
net charge	0
gap between HOMO and LUMO (alpha / beta)	5.0 / 5.0	eV
energy relative to the best compared isomer or geometry (same formula, charge and spin)	572.3	kJ/mol

Last column: Mulliken charge in e.
Positions of all 12 atoms, in Å:
C1 0.71180 0.36698 1.96490  -0.3138
C2 -0.50791 0.42174 1.55756  0.4403
C3 1.81438 0.16737 1.06780  -0.3493
C4 1.40047 -0.19614 -0.19286  -0.3202
C5 -1.06348 0.05200 0.38647  -0.6701
C6 -0.07723 -0.33235 -0.63171  -0.1755
P1 -3.50458 0.43891 -0.34598  -0.0070
H1 2.73586 0.59057 1.42209  0.3954
H2 1.93934 -0.66128 -0.98143  0.3837
H3 -0.06358 0.39663 -1.62171  0.3052
H4 -0.41300 -1.27771 -1.09453  0.4008
H5 -2.97208 0.03327 -1.53061  -0.0893

Forces on atoms 1 to 3 (eV/Å):
-3.5 0.4 -0.4
4.0 -0.9 -0.7
-0.9 0.9 -0.7



Entry 9:
DFT (ωB97M-V/def2-TZVPD) results for an isolated molecule of C6H6 at a distorted geometry.

Results
HOMO level	-9.19	eV
spin multiplicity	1
net charge	0
gap between HOMO and LUMO	10.0	eV
energy relative to the best compared isomer or geometry (same formula, charge and spin)	625.5	kJ/mol
SMILES	C=C=C1CC1=C

Last column: Mulliken charge in e.
Positions of all 12 atoms, in Å:
C1 3.16942 0.34979 -0.12779  -0.7374
C2 1.85777 0.30490 0.02532  0.3519
C3 0.64782 0.03794 0.40100  -0.0402
C4 -0.48056 -1.02585 0.40521  -0.5697
C5 -0.84892 0.42664 0.06468  0.2774
C6 -2.00702 0.95461 -0.00439  -0.8307
H1 3.94388 0.11159 -1.13618  0.2026
H2 3.76323 0.69181 0.75450  0.2180
H3 -0.30865 -1.74299 -0.53702  0.1961
H4 -0.86873 -1.50516 1.27761  0.2778
H5 -2.63119 0.02620 -0.19353  0.2241
H6 -2.20515 1.88294 -0.15947  0.4301

Forces on atoms 1 to 3 (eV/Å):
2.1 0.1 -1.5
1.3 -1.0 -0.1
-3.6 1.0 -1.2



Entry 10:
DFT (ωB97M-V/def2-TZVPD) results for an isolated molecule of C6H6 at a distorted geometry.

Results
HOMO level	-9.78	eV
spin multiplicity	1
net charge	0
gap between HOMO and LUMO	10.9	eV
energy relative to the best compared isomer or geometry (same formula, charge and spin)	565.9	kJ/mol
SMILES	C#CC1(C)C=C1

Last column: Mulliken charge in e.
Positions of all 12 atoms, in Å:
C1 -2.10064 -1.18542 0.88731  -0.1054
C2 -1.35936 -0.57985 0.18999  -0.7264
C3 0.14785 0.24097 -0.22342  0.9314
C4 1.07522 -0.08334 0.88050  -1.2603
C5 0.20403 1.43651 -1.11706  -0.4279
C6 0.44134 0.22937 -1.65216  -0.6609
H1 -2.84405 -1.54674 1.47764  0.4570
H2 0.87478 0.46469 1.78510  0.3097
H3 2.09192 0.01715 0.46614  0.3602
H4 1.01643 -1.14494 1.17457  0.3640
H5 -0.04531 2.43539 -1.35382  0.3574
H6 0.49780 -0.28380 -2.51476  0.4011

Forces on atoms 1 to 3 (eV/Å):
-0.3 0.0 -0.1
4.7 3.2 -1.5
-3.8 -1.9 0.1



Entry 11:
DFT (ωB97M-V/def2-TZVPD) results for an isolated molecule of C6H6 at a distorted geometry.

Results
HOMO level	-10.03	eV
spin multiplicity	1
net charge	0
gap between HOMO and LUMO	11.0	eV
energy relative to the best compared isomer or geometry (same formula, charge and spin)	496.8	kJ/mol
SMILES	C#CC(C)C#C

Last column: Mulliken charge in e.
Positions of all 12 atoms, in Å:
C1 -2.55291 0.98566 -0.13677  -0.0506
C2 -1.40399 0.60088 0.06882  -0.7412
C3 0.03072 -0.17670 0.46513  0.3796
C4 0.38354 -1.46647 -0.15347  -1.1130
C5 1.11186 0.85103 0.06726  -0.7217
C6 2.04079 1.55316 -0.18355  0.1392
H1 -3.55190 1.30220 -0.14287  0.4432
H2 -0.26883 -0.20001 1.47532  0.2600
H3 0.01509 -1.45363 -1.16177  0.3468
H4 -0.17404 -2.29731 0.41621  0.2915
H5 1.49691 -1.77175 -0.13324  0.3023
H6 2.87276 2.07295 -0.58109  0.4641

Forces on atoms 1 to 3 (eV/Å):
3.4 -1.1 0.9
-0.2 -1.5 -0.7
-1.3 5.2 -2.0



Entry 12:
DFT (ωB97M-V/def2-TZVPD) results for an isolated molecule of C6H6 at a distorted geometry.

Results
HOMO level	-8.54	eV
spin multiplicity	1
net charge	0
gap between HOMO and LUMO	9.5	eV
energy relative to the best compared isomer or geometry (same formula, charge and spin)	472.0	kJ/mol
SMILES	CC#CC1=CC1

Last column: Mulliken charge in e.
Positions of all 12 atoms, in Å:
C1 2.78196 -0.06457 0.05661  -1.1725
C2 1.38578 -0.09763 -0.31555  0.5557
C3 0.21632 -0.20992 -0.45300  0.1574
C4 -1.14583 -0.16870 -0.31383  0.1133
C5 -2.36843 -0.49072 -0.72733  -0.7538
C6 -2.22349 0.34523 0.56096  -0.5000
H1 3.34517 0.18531 -0.88453  0.2964
H2 2.96638 -1.00403 0.45719  0.2806
H3 2.82464 0.76366 0.85679  0.2546
H4 -3.13247 -0.84839 -1.34691  0.4029
H5 -2.33320 1.45941 0.46624  0.1374
H6 -2.31683 0.13036 1.64336  0.2280

Forces on atoms 1 to 3 (eV/Å):
-0.7 3.3 -0.8
1.4 -0.1 0.3
-0.9 0.1 -0.1